Entry from the OMol25 dataset: C12H16N2O2S in the gas phase at a distorted geometry (ωB97M-V with the def2-TZVPD basis set).

- HOMO level: -8.42 eV
- LUMO: -0.2 eV
- Total energy: -30614.6840 eV
- Kohn-Sham gap: 8.2 eV

Bonds (Å) are listed after each position.
Element x y z (Å)
1 C 1.0011 2.6332 2.0036  C2 1.491, H18 1.092, H19 1.079, H20 1.107
2 C 0.3927 1.5121 1.2322  C1 1.491, C3 1.395, C17 1.509
3 C 0.4020 0.2176 1.7518  C2 1.395, C4 1.507, C5 1.540
4 C 0.8958 -0.1428 3.1294  C3 1.507, H21 1.077, H22 1.096, H23 1.095
5 C -0.1341 -0.9481 0.9000  C3 1.540, C6 1.572, H24 1.086, H25 1.110
6 C -0.2113 -0.7261 -0.6545  C5 1.572, C7 1.531, C13 1.546, C15 1.566
7 C -0.9934 -1.8614 -1.3215  C6 1.531, O8 1.231, N9 1.367
8 O -1.9951 -2.3687 -0.8168  C7 1.231
9 N -0.6829 -2.3375 -2.5644  C7 1.367, C10 1.363, H26 1.007
10 C 0.5589 -2.1319 -3.0877  N9 1.363, S11 1.612, N12 1.353
11 S 1.0165 -2.9179 -4.4189  C10 1.612
12 N 1.4058 -1.2413 -2.5230  C10 1.353, C13 1.348, H27 0.997
13 C 1.2096 -0.8255 -1.2559  C6 1.546, N12 1.348, O14 1.243
14 O 2.2133 -0.3579 -0.6910  C13 1.243
15 C -0.8595 0.6781 -0.9028  C6 1.566, C16 1.546, C17 1.565, H28 1.117
16 C -2.3382 0.7112 -0.4515  C15 1.546, H29 1.080, H30 1.107, H31 1.076
17 C -0.0729 1.8156 -0.1710  C2 1.509, C15 1.565, H32 1.105, H33 1.088
18 H 1.2254 3.5072 1.3891  C1 1.092
19 H 1.9475 2.3663 2.4467  C1 1.079
20 H 0.3000 2.9462 2.8012  C1 1.107
21 H 1.1371 0.6986 3.7564  C4 1.077
22 H 1.7315 -0.8487 3.0642  C4 1.096
23 H 0.0880 -0.6633 3.6549  C4 1.095
24 H 0.4734 -1.8201 1.1222  C5 1.086
25 H -1.1453 -1.2248 1.2657  C5 1.110
26 H -1.2234 -3.1374 -2.8500  N9 1.007
27 H 2.3456 -1.3427 -2.8401  N12 0.997
28 H -0.8206 0.9087 -1.9951  C15 1.117
29 H -2.9199 0.0419 -1.0685  C16 1.080
30 H -2.4323 0.4215 0.6132  C16 1.107
31 H -2.6957 1.7127 -0.6163  C16 1.076
32 H -0.6795 2.7383 -0.1982  C17 1.105
33 H 0.8598 1.9871 -0.7032  C17 1.088